(1)
Below is 8 unconnected molecules or ions with the total composition C32H64O16S8, with properties calculated with ωB97M-V/def2-TZVPD.

## Properties
Kohn-Sham gap = 9.68 eV
Net charge = 0
E_LUMO = 0.10 eV

Atoms and positions in Å:
C1 -7.126 3.900 1.539
C2 -6.401 3.697 0.215
C3 -4.989 3.438 0.430
S1 -4.646 2.907 2.120
O1 -4.143 4.008 2.932
O2 -3.983 1.594 2.179
C4 -6.436 2.833 2.469
H1 -8.209 3.779 1.515
H2 -7.001 4.894 1.967
H3 -6.540 4.636 -0.321
H4 -6.959 2.919 -0.306
H5 -4.191 4.106 0.106
H6 -4.704 2.587 -0.188
H7 -6.592 2.946 3.542
H8 -6.870 1.865 2.221
C5 -7.687 -2.756 1.345
C6 -6.641 -2.275 0.266
C7 -5.264 -2.921 0.457
S2 -5.299 -3.527 2.210
O3 -4.161 -2.926 2.972
O4 -5.357 -4.999 2.223
C8 -6.919 -2.797 2.643
H9 -8.059 -3.744 1.075
H10 -8.632 -2.215 1.302
H11 -6.608 -1.194 0.130
H12 -7.018 -2.654 -0.684
H13 -4.528 -2.121 0.380
H14 -5.087 -3.724 -0.259
H15 -6.725 -1.750 2.874
H16 -7.343 -3.413 3.437
C9 8.309 -4.544 -1.224
C10 8.237 -5.804 -0.326
C11 9.643 -6.032 0.300
S3 10.365 -4.437 0.645
O5 11.637 -4.457 -0.065
O6 10.222 -4.115 2.046
C12 9.047 -3.430 -0.306
H17 7.273 -4.304 -1.465
H18 8.909 -4.762 -2.108
H19 7.951 -6.705 -0.869
H20 7.455 -5.601 0.406
H21 10.317 -6.617 -0.326
H22 9.789 -6.487 1.280
H23 9.646 -2.672 -0.811
H24 8.384 -3.090 0.490
C13 -3.038 -1.422 -9.384
C14 -2.630 -1.518 -7.921
C15 -3.648 -2.493 -7.209
S4 -4.361 -3.600 -8.560
O7 -5.799 -3.374 -8.551
O8 -3.822 -4.921 -8.378
C16 -3.449 -2.777 -9.922
H25 -2.134 -1.114 -9.910
H26 -3.838 -0.698 -9.537
H27 -2.629 -0.711 -7.189
H28 -1.612 -1.904 -7.976
H29 -4.479 -1.957 -6.749
H30 -3.149 -3.087 -6.443
H31 -4.094 -2.795 -10.800
H32 -2.631 -3.478 -10.094
C17 3.540 -6.270 3.661
C18 4.142 -4.833 3.927
C19 3.275 -3.794 3.178
S5 1.568 -4.531 3.219
O9 0.856 -4.496 1.972
O10 0.850 -3.990 4.393
C20 2.008 -6.258 3.587
H33 3.912 -7.097 4.266
H34 3.828 -6.494 2.634
H35 5.194 -4.864 3.643
H36 3.984 -4.653 4.990
H37 3.543 -3.868 2.124
H38 3.256 -2.749 3.486
H39 1.676 -6.777 2.687
H40 1.349 -6.530 4.412
C21 1.888 -1.028 -2.928
C22 2.877 -0.592 -1.797
C23 2.414 0.706 -1.193
S6 0.658 0.384 -0.761
O11 -0.182 1.553 -1.039
O12 0.867 -0.280 0.561
C24 0.585 -1.003 -2.040
H41 2.241 -1.955 -3.381
H42 1.988 -0.183 -3.608
H43 3.853 -0.442 -2.258
H44 3.051 -1.390 -1.075
H45 2.281 1.537 -1.886
H46 2.936 1.118 -0.330
H47 -0.229 -0.843 -2.747
H48 0.246 -1.944 -1.606
C25 0.301 5.179 6.057
C26 1.468 4.818 5.187
C27 1.161 3.458 4.483
S7 0.668 2.349 5.855
O13 1.785 2.027 6.766
O14 -0.192 1.280 5.332
C28 -0.316 3.775 6.618
H49 -0.371 5.577 5.297
H50 0.518 6.047 6.681
H51 2.400 4.867 5.749
H52 1.606 5.498 4.346
H53 2.037 3.145 3.916
H54 0.284 3.642 3.863
H55 -0.100 3.684 7.683
H56 -1.351 3.520 6.389
C29 1.784 9.376 -2.083
C30 0.321 9.182 -1.555
C31 0.101 7.835 -0.857
S8 1.666 6.811 -1.099
O15 1.610 6.266 -2.494
O16 2.052 5.982 0.050
C32 2.655 8.387 -1.187
H57 2.230 10.326 -1.789
H58 2.066 9.129 -3.107
H59 -0.372 9.231 -2.395
H60 0.083 10.039 -0.925
H61 -0.767 7.259 -1.178
H62 -0.028 7.877 0.224
H63 3.633 8.131 -1.594
H64 2.858 8.685 -0.158

---

(2)
Below is 2 unconnected molecules or ions with the total composition C17H35N3O4, with properties calculated with ωB97M-V/def2-TZVPD.

## Properties
Kohn-Sham gap = 6.56 eV
Net charge = 0
E_LUMO = -0.21 eV

Atoms and positions in Å:
C1 -1.126 0.838 -5.394
N1 -0.091 0.268 -4.530
C2 0.711 -0.774 -5.160
C3 0.689 1.280 -3.882
O1 1.838 1.489 -4.205
C4 -0.035 1.997 -2.766
C5 0.742 1.962 -1.442
N2 1.870 2.885 -1.432
C6 1.541 4.290 -1.309
C7 2.791 5.166 -1.507
O2 3.782 4.571 -2.329
C8 -0.213 2.219 -0.240
O3 0.174 1.711 0.846
O4 -1.216 2.901 -0.438
H1 -1.292 1.887 -5.138
H2 -2.087 0.332 -5.256
H3 -0.829 0.778 -6.446
H4 0.859 -0.608 -6.234
H5 1.691 -0.818 -4.687
H6 0.223 -1.745 -5.027
H7 -0.258 3.026 -3.056
H8 -0.991 1.501 -2.596
H9 1.158 0.957 -1.311
H10 2.520 2.613 -0.706
H11 1.098 4.559 -0.337
H12 0.799 4.546 -2.069
H13 3.280 5.372 -0.551
H14 2.457 6.119 -1.939
H15 3.332 4.054 -3.008
C9 -1.802 0.894 3.075
C10 -0.363 0.393 3.211
C11 0.031 -0.723 2.268
N3 -0.239 -2.155 2.716
C12 0.023 -3.038 1.523
C13 -0.399 -4.481 1.724
C14 -1.868 -4.560 2.125
C15 -2.097 -3.731 3.382
C16 -1.662 -2.288 3.178
C17 0.705 -2.500 3.813
H16 -2.526 0.307 3.647
H17 -1.866 1.919 3.434
H18 -2.100 0.908 2.027
H19 -0.127 0.192 4.262
H20 0.278 1.212 2.892
H21 1.102 -0.690 2.069
H22 -0.481 -0.583 1.318
H23 -0.528 -2.597 0.693
H24 1.088 -2.951 1.310
H25 -0.225 -5.011 0.787
H26 0.226 -4.971 2.475
H27 -2.167 -5.595 2.286
H28 -2.489 -4.170 1.313
H29 -1.569 -4.177 4.229
H30 -3.153 -3.719 3.653
H31 -1.741 -1.720 4.102
H32 -2.273 -1.804 2.417
H33 0.526 -1.834 4.651
H34 1.720 -2.369 3.446
H35 0.556 -3.529 4.125

---

(3)
Below is a molecular structure, C17H18I2N4O3Ru, with properties calculated with ωB97M-V/def2-TZVPD.

## Properties
Kohn-Sham gap (alpha / beta) = 6.93 / 5.94 eV
Net charge = +1
Spin multiplicity = 2
E_LUMO (alpha / beta) = -3.79 / -4.86 eV

Atoms and positions in Å:
Ru1 -0.778 -0.115 0.001
I1 3.082 -4.347 4.010
C1 1.508 -3.328 3.108
C2 0.863 -2.308 3.792
C3 -0.182 -1.619 3.192
I2 -1.114 -0.059 4.197
C4 -0.613 -1.964 1.909
O1 -1.622 -1.297 1.310
C5 0.068 -2.981 1.222
C6 -0.329 -3.185 -0.207
N1 -0.036 -1.929 -0.959
C7 -0.674 -1.906 -2.290
C8 -0.603 -0.520 -2.862
C9 -0.381 -0.246 -4.194
C10 -0.408 1.073 -4.626
C11 -0.657 2.081 -3.710
C12 -0.846 1.743 -2.385
N2 -0.817 0.471 -1.968
C13 1.121 -3.656 1.815
H1 1.177 -2.041 4.792
H2 -1.405 -3.349 -0.282
H3 0.189 -4.032 -0.659
H4 0.971 -1.840 -1.070
H5 -1.728 -2.153 -2.135
H6 -0.263 -2.648 -2.977
H7 -0.199 -1.058 -4.885
H8 -0.236 1.308 -5.667
H9 -0.695 3.119 -4.007
H10 -1.028 2.491 -1.626
H11 1.639 -4.437 1.272
C14 1.798 3.081 0.968
C15 0.618 2.194 0.771
N3 0.759 0.969 0.232
O2 1.986 0.670 -0.360
C16 -0.681 2.532 1.136
C17 -1.130 3.766 1.841
N4 -1.580 1.549 0.812
O3 -2.774 1.706 1.026
H12 2.483 3.003 0.127
H13 2.341 2.780 1.867
H14 1.482 4.113 1.093
H15 2.466 0.131 0.287
H16 -0.349 4.145 2.497
H17 -2.006 3.530 2.444
H18 -1.419 4.560 1.149

---

(4)
Below is a molecular structure, C27H31NOP2Ru, with properties calculated with ωB97M-V/def2-TZVPD.

## Properties
Kohn-Sham gap (alpha / beta) = 8.03 / 4.27 eV
Net charge = +2
Spin multiplicity = 5
E_LUMO (alpha / beta) = -5.50 / -9.59 eV

Atoms and positions in Å:
C1 -1.308 3.266 -3.055
C2 -0.989 2.116 -2.316
C3 0.371 1.891 -2.100
C4 1.351 2.572 -2.851
C5 1.013 3.706 -3.578
C6 -0.336 4.072 -3.635
C7 2.685 1.994 -2.425
C8 2.790 0.510 -2.708
C9 1.769 -0.110 -1.960
C10 1.534 -1.488 -2.047
C11 2.566 -2.236 -2.636
C12 3.688 -1.648 -3.208
C13 3.795 -0.251 -3.293
H1 -2.364 3.521 -3.170
H2 1.788 4.294 -4.038
H3 -0.628 4.987 -4.148
H4 3.546 2.570 -2.768
H5 2.467 -3.327 -2.641
H6 4.484 -2.271 -3.610
H7 4.637 0.237 -3.748
N1 1.070 0.945 -1.225
Ru1 -0.164 0.100 0.486
C14 -2.106 1.159 -1.901
H8 -1.939 0.143 -2.295
H9 -3.078 1.529 -2.265
C15 0.216 -2.186 -1.679
H10 -0.634 -1.724 -2.210
H11 0.274 -3.247 -1.970
P1 -2.184 1.055 -0.086
P2 -0.144 -2.117 0.114
C16 1.181 -3.092 0.882
H12 1.112 -2.967 1.971
H13 1.071 -4.156 0.630
H14 2.162 -2.738 0.543
C17 -1.645 -3.121 0.293
H15 -1.457 -4.141 -0.078
H16 -1.913 -3.163 1.357
H17 -2.470 -2.668 -0.274
C18 -2.302 2.767 0.500
H18 -3.266 3.211 0.220
H19 -2.195 2.773 1.591
H20 -1.489 3.358 0.064
C19 -3.809 0.284 0.228
H21 -3.956 0.200 1.315
H22 -4.599 0.917 -0.211
H23 -3.836 -0.720 -0.227
C20 1.488 0.010 1.252
O1 2.590 -0.018 1.656
H24 2.157 1.686 -1.446
C21 -1.202 -0.181 2.307
C22 -0.482 -0.490 3.603
C23 0.520 0.359 4.092
C24 1.087 0.137 5.350
C25 0.649 -0.940 6.139
C26 -0.360 -1.784 5.657
C27 -0.911 -1.571 4.396
H25 -1.667 0.823 2.402
H26 -1.991 -0.928 2.147
H27 0.834 1.222 3.494
H28 1.869 0.810 5.712
H29 1.087 -1.112 7.122
H30 -0.724 -2.611 6.275
H31 -1.702 -2.218 4.009

---

(5)
Below is a single C4H7NO2 molecule, with properties calculated with ωB97M-V/def2-TZVPD.

## Properties
Kohn-Sham gap = 10.75 eV
Net charge = 0
E_LUMO = 0.87 eV

Atoms and positions in Å:
N1 -0.603 -0.419 -2.256
C1 -0.684 -0.537 -0.899
O1 -0.592 -1.618 -0.346
C2 -0.792 0.696 -0.035
C3 0.076 0.385 1.219
C4 1.396 -0.267 1.423
O2 1.252 1.147 1.394
H1 -0.145 -1.192 -2.716
H2 -0.605 0.470 -2.726
H3 -1.830 0.817 0.313
H4 -0.562 1.640 -0.561
H5 -0.562 0.258 2.095
H6 2.014 -0.752 0.663
H7 1.637 -0.629 2.433

---

(6)
Below is 2 unconnected molecules or ions with the total composition C2H3NO2, with properties calculated with ωB97M-V/def2-TZVPD.

## Properties
Kohn-Sham gap = 9.42 eV
Net charge = 0
E_LUMO = -0.50 eV

Atoms and positions in Å:
C1 -0.238 -0.403 0.300
C2 0.158 -1.170 -0.792
N1 1.068 -0.389 0.869
O1 -0.637 -1.664 0.353
O2 1.491 -0.990 -0.439
H1 -1.200 1.122 0.977
H2 -0.382 -1.244 -1.696
H3 1.452 0.540 0.790

---

(7)
Below is a single C6H11NO molecule, with properties calculated with ωB97M-V/def2-TZVPD.

## Properties
Kohn-Sham gap = 10.14 eV
Net charge = 0
E_LUMO = 1.00 eV

Atoms and positions in Å:
C1 -1.179 0.096 0.177
C2 -2.523 -0.566 0.139
C3 -1.153 1.445 0.814
C4 2.283 -1.058 -0.902
N1 1.746 0.813 0.676
C5 1.294 -0.073 -0.326
C6 -0.101 -0.545 -0.291
O1 1.537 1.379 -0.625
H1 2.754 0.740 0.837
H2 -0.232 -1.523 -0.734
H3 -2.466 -1.589 -0.225
H4 -0.387 2.073 0.369
H5 -2.967 -0.568 1.135
H6 -3.191 -0.002 -0.513
H7 -0.899 1.343 1.870
H8 -2.120 1.936 0.728
H9 3.214 -0.547 -1.149
H10 2.493 -1.836 -0.168
H11 1.898 -1.518 -1.809

---

(8)
Below is a gas-phase ion, C7H10BrN2O (charge +1), with properties calculated with ωB97M-V/def2-TZVPD.

## Properties
Kohn-Sham gap = 8.19 eV
Net charge = +1
E_LUMO = -5.70 eV

Atoms and positions in Å:
C1 3.410 -0.935 0.125
C2 2.265 0.261 -0.035
O1 1.540 0.398 1.271
C3 0.449 1.376 1.131
C4 -0.906 0.692 0.429
C5 -0.900 -0.961 0.171
C6 -2.288 -1.515 -0.583
C7 -3.446 -0.351 -0.905
Br1 -5.168 -0.844 -1.795
N1 -3.132 1.068 -0.494
N2 -2.024 1.611 0.082
H1 3.930 -1.176 -0.920
H2 2.962 -1.919 0.611
H3 4.260 -0.463 0.803
H4 1.525 -0.083 -0.904
H5 2.840 1.232 -0.346
H6 0.201 1.986 2.100
H7 0.829 2.179 0.334
H8 -0.014 -1.662 0.477
H9 -2.409 -2.650 -0.855
H10 -3.923 1.756 -0.696

---

(9)
Below is a single C5H6S3 molecule, with properties calculated with ωB97M-V/def2-TZVPD.

## Properties
Kohn-Sham gap = 7.86 eV
Net charge = 0
E_LUMO = -0.89 eV

Atoms and positions in Å:
C1 1.429 -0.023 0.066
C2 1.255 1.469 0.242
C3 -0.003 2.022 -0.414
C4 -1.269 1.465 0.216
C5 -1.425 -0.021 0.045
H1 2.158 1.959 -0.159
H2 1.214 1.662 1.316
H3 -0.013 3.113 -0.292
H4 0.017 1.812 -1.492
H5 -2.159 1.934 -0.207
H6 -1.284 1.663 1.298
S1 2.863 -0.770 -0.058
S2 -2.856 -0.778 -0.050
S3 0.002 -1.053 0.021

---

(10)
Below is a single C2H3NO2S molecule, with properties calculated with ωB97M-V/def2-TZVPD.

## Properties
Kohn-Sham gap = 9.57 eV
Net charge = 0
E_LUMO = -0.31 eV

Atoms and positions in Å:
C1 -0.094 -0.933 0.312
C2 0.832 1.126 -1.299
H1 -1.013 0.376 1.971
H2 0.741 -1.524 -0.204
H3 0.448 2.025 -2.053
N1 -0.755 -1.585 1.202
O1 -1.513 -0.679 1.958
O2 1.778 0.447 -1.690
S1 -0.424 0.747 -0.198

---

(11)
Below is a single C5H9N molecule, with properties calculated with ωB97M-V/def2-TZVPD.

## Properties
Kohn-Sham gap = 8.82 eV
Net charge = 0
E_LUMO = 1.10 eV

Atoms and positions in Å:
C1 0.679 -2.057 0.260
N1 -0.530 0.226 1.664
C2 -0.097 0.336 0.343
C3 0.381 -0.713 -0.328
C4 -0.108 1.898 -1.614
C5 -0.427 1.580 -0.356
H1 1.406 -2.614 -0.318
H2 1.108 -1.922 1.261
H3 -0.190 -2.672 0.480
H4 -0.475 -0.665 2.131
H5 -1.424 0.633 1.888
H6 0.418 -0.687 -1.408
H7 0.634 1.455 -2.255
H8 -0.577 2.796 -2.001
H9 -0.798 2.406 0.255

---

(12)
Below is a gas-phase ion, C8H6FO2 (charge -1), with properties calculated with ωB97M-V/def2-TZVPD.

## Properties
Kohn-Sham gap = 4.72 eV
Net charge = -1
E_LUMO = 2.55 eV

Atoms and positions in Å:
C1 -1.053 -1.086 0.227
C2 -1.295 0.256 0.151
C3 1.200 0.682 -0.015
C4 1.436 -0.720 -0.123
C5 2.327 1.494 -0.259
C6 0.353 -1.612 0.260
C7 -0.116 1.188 0.187
C8 -3.143 0.322 -0.029
O1 2.538 2.643 0.158
O2 2.528 -1.182 -0.347
F1 -3.489 1.592 -0.349
H1 -1.746 -2.010 0.419
H2 3.166 0.835 -0.693
H3 0.483 -1.859 1.330
H4 0.416 -2.536 -0.315
H5 -0.357 2.208 0.353
H6 -3.248 -0.215 -0.954

---

(13)
Below is 4 unconnected molecules or ions with the total composition C21H29F9N3O6S, with properties calculated with ωB97M-V/def2-TZVPD.

## Properties
Kohn-Sham gap = 5.97 eV
Net charge = +1
E_LUMO = -5.36 eV

Atoms and positions in Å:
C1 -4.345 -0.354 -4.539
C2 -2.715 -0.059 -4.336
C3 -1.531 -1.172 -4.561
C4 0.044 -0.683 -4.295
C5 0.422 0.867 -3.793
C6 -0.787 1.999 -3.555
C7 -0.359 3.499 -3.066
N1 -0.746 3.875 -1.662
S1 -2.462 3.913 -1.383
C8 0.032 3.157 -0.593
N2 0.808 4.050 0.398
N3 0.091 1.809 -0.357
C9 -2.313 1.466 -3.870
H1 -4.841 0.021 -3.520
H2 -4.588 -1.497 -4.613
H3 -4.822 0.308 -5.382
H4 -1.836 -2.259 -4.882
H5 0.880 -1.516 -4.472
H6 1.570 1.102 -3.647
H7 0.828 3.590 -3.142
H8 -0.795 4.343 -3.787
H9 -3.114 4.188 -2.607
H10 1.837 3.906 0.303
H11 0.495 3.692 1.345
H12 0.340 1.505 0.632
H13 -0.047 1.039 -1.047
H14 -3.187 2.261 -3.700
C10 -4.048 4.923 1.703
C11 -5.114 5.526 2.600
O1 -6.408 4.976 2.304
C12 -6.641 3.709 2.769
O2 -5.818 3.050 3.404
C13 -8.055 3.250 2.421
F1 -8.367 3.455 1.109
F2 -9.002 3.912 3.146
F3 -8.256 1.922 2.655
H15 -4.315 5.053 0.649
H16 -3.078 5.391 1.885
H17 -3.945 3.846 1.871
H18 -5.177 6.604 2.413
H19 -4.875 5.398 3.662
C14 3.570 -2.595 3.303
C15 2.685 -1.431 3.715
O3 1.769 -1.084 2.663
C16 0.700 -1.925 2.500
O4 0.502 -2.925 3.188
C17 -0.214 -1.434 1.380
F4 0.468 -1.131 0.238
F5 -0.893 -0.304 1.729
F6 -1.159 -2.350 1.023
H20 4.090 -2.368 2.367
H21 4.309 -2.813 4.078
H22 2.982 -3.501 3.126
H23 3.309 -0.549 3.897
H24 2.144 -1.639 4.645
C18 7.062 -5.103 -1.647
C19 7.291 -6.255 -0.685
O5 7.027 -5.856 0.670
C20 5.706 -5.745 1.015
O6 4.775 -5.964 0.241
C21 5.556 -5.349 2.481
F7 6.337 -4.284 2.821
F8 5.904 -6.362 3.325
F9 4.279 -5.001 2.810
H25 7.660 -4.234 -1.353
H26 7.327 -5.390 -2.667
H27 6.015 -4.780 -1.643
H28 8.344 -6.558 -0.728
H29 6.693 -7.135 -0.951

---

(14)
Below is 2 unconnected molecules or ions with the total composition C5H13NO3, with properties calculated with ωB97M-V/def2-TZVPD.

## Properties
Kohn-Sham gap = 9.85 eV
Net charge = 0
E_LUMO = 0.64 eV

Atoms and positions in Å:
C1 0.125 -1.983 0.473
N1 -0.544 -0.752 0.787
C2 -1.908 -1.020 1.142
C3 -0.031 -0.088 -1.728
C4 -0.152 0.309 -0.188
C5 1.287 0.755 0.041
O1 1.784 0.345 1.308
O2 1.939 1.394 -0.670
H1 0.956 -1.887 -0.252
H2 0.734 -2.399 1.340
H3 -0.370 -2.728 -0.104
H4 -1.714 -1.685 2.063
H5 -2.446 -0.023 1.162
H6 -2.630 -1.561 0.463
H7 0.403 0.789 -2.310
H8 -0.978 -0.445 -1.957
H9 0.545 -1.024 -1.939
H10 -0.728 1.235 -0.074
H11 1.242 -0.116 1.840
H12 1.298 3.553 -1.103
H13 0.678 3.531 0.288
O3 0.512 3.800 -0.584

---

| no. | total energy (Ha) | F_max (eV Å⁻¹) |
| --- | --- | --- |
| 1 | -5646.71458 | 3.878 |
| 2 | -1133.91362 | 0.760 |
| 3 | -1793.32786 | 0.869 |
| 4 | -1954.31491 | 9.185 |
| 5 | -361.80920 | 0.734 |
| 6 | -282.94277 | 7.021 |
| 7 | -365.11130 | 1.685 |
| 8 | -3030.92699 | 5.900 |
| 9 | -1388.66541 | 0.501 |
| 10 | -681.30135 | 4.898 |
| 11 | -250.61165 | 1.379 |
| 12 | -558.64522 | 4.160 |
| 13 | -2729.64961 | 4.964 |
| 14 | -478.71584 | 6.997 |